The following is a quantum chemistry calculation of a molecular structure, C5H10O2Sm at a distorted geometry, from OMol25.

XYZ file:
```
18
Properties=species:S:1:pos:R:3:forces:R:3
Sm 0.7071 -2.7952 -2.0621 0.21 -1.28 -1.41
O -2.1059 0.3479 0.9726 1.00 -0.92 -0.69
O -3.1117 0.0387 -0.9965 0.05 -0.06 -0.89
C -1.0030 1.1901 0.4525 1.73 1.89 -0.59
C 2.3295 -0.0622 0.4324 0.15 -0.01 -0.08
C 0.8884 -0.6073 0.1325 0.46 1.22 0.05
C -2.7493 -0.3422 0.1209 -0.76 -0.01 1.54
C 0.0149 0.5468 -0.5506 -0.04 -1.04 0.71
H 0.4532 -0.9615 1.0842 -0.07 -0.16 -0.61
H 2.7527 -0.4689 1.3670 -0.14 -0.06 -0.60
H 1.0357 -1.5150 -0.5554 -0.10 1.42 1.65
H 2.3283 1.0385 0.5525 -0.23 -0.55 0.00
H -0.4204 0.2475 -1.5302 -0.12 0.26 0.45
H 3.0064 -0.2543 -0.4227 -0.17 0.05 0.52
H -1.3793 2.1395 0.0221 -0.32 -0.67 0.22
H -0.4157 1.4819 1.3428 -0.66 -0.35 -0.15
H -3.0689 -1.3775 0.4147 -0.36 0.49 -0.11
H 0.7379 1.3532 -0.7767 -0.62 -0.19 -0.04
```
Positions in Å, forces in eV/Å.

Results
Multiplicity: 6
Total charge: +3
HOMO level (alpha / beta), eV: -22.65 / -21.56
Strongest force on any atom, eV/Å: 2.6
LUMO level (alpha / beta), eV: -13.41 / -16.23
Kohn-Sham gap (alpha / beta), eV: 9.234 / 5.327

The following is a quantum chemistry calculation of 2 unconnected molecules or ions with the total composition C4H4S2 at a distorted geometry, from OMol25.

XYZ file:
```
10
Properties=species:S:1:pos:R:3:forces:R:3
S -3.1171 -0.3340 0.0692 -0.12 -0.28 0.23
S -1.0401 1.9210 0.1175 0.49 0.19 0.96
C 2.1716 0.0451 0.4959 -1.98 0.91 -1.01
C -1.8703 -1.2691 0.0594 -0.44 1.96 0.06
C 1.1615 0.5161 -0.0036 2.00 -1.54 0.63
C 0.0254 0.8407 -0.6631 -0.65 0.44 -0.12
H -0.4231 1.5878 1.3199 -0.88 0.69 -0.74
H 3.1483 -0.2652 0.4892 1.74 -0.51 0.68
H -1.9125 -2.2710 -0.2170 0.31 -1.95 -0.38
H -0.0017 0.6159 -1.7112 -0.47 0.10 -0.31
```
Positions in Å, forces in eV/Å.

Results
HOMO level (alpha / beta), eV: -7.75 / -7.40
Strongest force on any atom, eV/Å: 2.6
LUMO level (alpha / beta), eV: -0.64 / -0.47
Kohn-Sham gap (alpha / beta), eV: 7.118 / 6.931

The following is a quantum chemistry calculation of a molecular structure, C28H28F3LaN5O5S2SeSi at a distorted geometry, from OMol25.

XYZ file:
```
74
Properties=species:S:1:pos:R:3:forces:R:3
La 1.1336 0.1525 0.2567 0.43 -0.01 -1.13
Se -2.1477 -0.3339 0.9548 -0.66 -0.24 0.44
S 3.2351 -0.2623 2.2319 0.30 -0.01 0.02
S 3.0428 1.8942 -1.1088 0.71 0.65 -0.55
Si 0.8145 -2.2801 -2.7242 -0.06 -0.23 0.06
F 4.6548 3.3668 -2.5761 0.16 0.16 -0.06
F 4.3750 1.3639 -3.3258 0.11 -0.10 -0.13
F 2.8147 2.8361 -3.5661 -0.11 0.08 -0.15
O 1.5942 2.0669 -1.2983 0.43 0.44 -0.25
O 3.6285 2.7817 -0.1502 0.03 -0.03 -0.08
O -0.9561 -0.3026 3.6863 -0.46 0.07 0.00
O 0.3343 -0.8564 1.9473 -1.55 -0.85 3.04
O 3.3591 0.4712 -0.9684 0.13 0.50 -0.01
N -2.0639 -2.0881 0.7157 -0.02 -0.01 -0.11
N -1.2279 3.7463 0.4325 0.10 -0.16 -0.02
N 0.3336 2.4850 1.7108 0.09 0.11 0.18
N -1.0836 1.7637 -0.8354 0.19 -0.08 -0.25
N -3.5818 -0.1316 -0.0775 0.18 0.08 -0.16
C 0.2314 4.4522 3.6834 -0.02 0.06 0.03
C -1.8878 3.7626 -1.8554 -0.03 0.09 -0.05
C -2.0904 3.1032 -3.0423 -0.03 0.03 -0.03
C -3.8833 -1.3209 -0.5532 -0.23 -0.16 -0.15
C -4.9531 -1.5923 -1.4726 0.06 0.02 0.09
C -5.1187 -2.8555 -1.9262 0.04 -0.15 -0.02
C 1.1465 -2.0849 -0.9533 -0.31 -0.20 -0.31
C -1.0424 -2.2667 -3.1004 -0.27 0.03 0.03
C 1.2605 -0.9634 4.1477 0.09 -0.06 -0.07
C 2.6133 -0.8496 3.7699 -0.03 -0.03 0.07
C 1.0967 2.4260 2.8221 -0.21 -0.02 -0.06
C -1.7913 1.7471 -3.1269 -0.01 -0.08 -0.13
C -3.2554 -3.7326 -0.6214 -0.06 0.06 0.06
C 0.9116 -1.3909 5.4346 0.03 0.05 -0.08
C 3.2145 -1.6215 6.0102 0.00 0.01 -0.05
C -1.3018 1.1336 -2.0008 0.04 0.09 0.23
C -1.3701 3.0501 -0.7654 0.02 0.08 0.31
C -0.5458 4.5446 2.5530 -0.05 0.11 0.08
C -3.0345 -2.4072 -0.1174 -0.05 -0.12 0.03
C 3.5718 -1.1895 4.7483 -0.05 0.00 -0.01
C 1.6193 -0.9268 -3.7438 0.15 0.21 -0.15
C 0.1107 -0.6710 3.2318 0.66 -0.34 -0.25
C 1.8700 -1.7278 6.3674 0.05 0.00 0.01
C 1.0865 3.3688 3.8238 0.00 0.03 0.03
C -0.4561 3.5433 1.5795 -0.06 -0.05 -0.32
C -4.2633 -3.9346 -1.5009 -0.08 0.07 -0.02
C 1.3818 -3.9244 -3.4461 0.17 -0.18 -0.23
C 3.7659 2.3932 -2.7475 -0.02 -0.14 0.11
H 0.4526 -2.7098 -0.3772 0.02 -0.02 0.07
H -1.6455 -1.8798 -2.2706 0.07 -0.04 -0.14
H 2.6925 -0.8769 -3.5252 -0.10 0.02 -0.04
H -5.5995 -0.7844 -1.7921 0.06 0.01 0.02
H -5.9127 -3.0654 -2.6337 0.03 -0.04 0.02
H 1.4953 -1.1001 -4.8195 0.02 0.04 0.08
H 4.6173 -1.0992 4.4757 -0.05 0.00 0.02
H 2.4627 -4.0648 -3.3289 -0.10 0.00 -0.02
H -1.3890 -3.2919 -3.2766 0.01 0.12 -0.01
H -2.6054 -4.5348 -0.2947 0.00 0.06 -0.01
H 0.1750 5.2212 4.4449 0.00 -0.02 -0.02
H -2.1075 4.8189 -1.7561 0.01 -0.02 -0.01
H 1.1377 -4.0182 -4.5133 0.04 -0.02 0.12
H 0.8792 -4.7364 -2.9080 0.06 0.04 -0.06
H -0.1440 -1.4541 5.6715 0.05 0.03 -0.02
H -1.6513 4.6559 0.4080 -0.01 0.06 -0.01
H -4.4339 -4.9266 -1.9011 -0.03 0.03 -0.01
H 2.1698 -2.4162 -0.7202 0.02 0.13 0.08
H 1.7285 3.2442 4.6842 -0.02 0.01 -0.02
H -1.2187 5.3815 2.4030 0.03 -0.04 0.02
H -1.9363 1.1806 -4.0366 0.00 0.02 0.03
H 1.1953 0.0589 -3.5086 0.05 -0.07 -0.04
H -2.4786 3.6376 -3.9001 0.00 0.00 0.00
H 1.5826 -2.0678 7.3560 0.02 0.01 -0.04
H 3.9888 -1.8769 6.7265 -0.02 0.01 -0.03
H -1.2769 -1.6779 -3.9958 -0.01 -0.06 0.06
H -1.0867 0.0686 -2.0087 0.06 0.04 -0.02
H 1.7633 1.5755 2.8941 0.04 -0.06 -0.04
```
Positions in Å, forces in eV/Å.

Results
Total charge: -1
HOMO level, eV: -4.48
Strongest force on any atom, eV/Å: 3.5
LUMO level, eV: 1.80
Kohn-Sham gap, eV: 6.273

The following is a quantum chemistry calculation of C5H13NOS in the gas phase, from OMol25.

XYZ file:
```
21
Properties=species:S:1:pos:R:3:forces:R:3
S -2.3823 0.6559 2.0131 -0.23 -0.25 0.09
O 3.7582 -1.5195 -0.6066 -0.31 -0.30 -0.29
N 0.7964 0.4019 -1.0130 0.03 0.21 -0.01
C -0.5354 0.3720 -1.5971 0.37 -0.35 -0.29
C 2.7206 -0.7323 -0.0204 0.44 -0.17 -0.20
C -2.1348 1.0381 0.2509 0.37 0.45 0.47
C -1.6626 -0.0835 -0.6731 -0.32 0.24 -0.04
C 1.3751 -0.8934 -0.6932 -0.79 -0.15 -0.06
H -1.4564 1.8852 0.2208 0.29 0.06 -0.01
H 0.6996 -1.5182 -0.0974 0.03 -0.03 0.26
H 1.4571 -1.4450 -1.6357 0.29 0.09 -0.12
H -1.1865 1.0124 2.4867 0.17 -0.01 -0.10
H -0.7182 1.3558 -2.0163 -0.28 0.32 0.11
H -2.5142 -0.4208 -1.2596 -0.06 -0.10 -0.17
H 0.8176 1.0232 -0.2147 0.06 -0.02 0.11
H -3.0749 1.4810 -0.0392 -0.40 -0.15 -0.34
H 3.3709 -2.0433 -1.3256 0.27 0.28 0.35
H -1.3477 -0.9416 -0.0891 0.11 -0.11 0.12
H -0.4750 -0.2681 -2.4782 -0.05 -0.26 0.01
H 2.9963 0.3101 -0.1093 0.22 0.36 -0.07
H 2.6952 -0.9674 1.0401 -0.18 -0.13 0.17
```
Positions in Å, forces in eV/Å.

Results
SMILES: OCCNCCCS
HOMO level, eV: -9.01
Strongest force on any atom, eV/Å: 0.8
LUMO level, eV: 0.75
Kohn-Sham gap, eV: 9.767